Density functional theory data (ωB97M-V with the def2-TZVPD basis set) for a structure of composition C33H24N3O4Ti.

Properties
Orbital gap (alpha / beta): 5.651 / 7.253 eV
Expectation value of S²: 2.062
HOMO (alpha / beta): -2.99 / -4.90 eV
Spin multiplicity: 3
Energy above the lowest of the compared OMol25 structures with the same formula, charge and spin: 14.54 kcal/mol
Charge: -1
LUMO energy (alpha / beta): 2.66 / 2.35 eV

The geometry in XYZ format:
```
65
Properties=species:S:1:pos:R:3:forces:R:3
Ti 0.305204 0.372599 -0.170142 0.1699 0.2507 -0.5308
C -0.128567 -3.180505 2.314886 0.0436 -0.0214 0.0055
O -0.641924 -1.974697 1.787833 -0.0132 -0.0250 0.0136
C -1.885253 -2.027855 1.228987 -0.1059 0.0808 -0.0530
C -2.657493 -3.177660 1.162187 0.0593 0.0067 0.0213
C -3.940081 -3.127318 0.622515 -0.0433 -0.0153 -0.0193
C -4.450329 -1.931255 0.151665 -0.0003 -0.0077 0.0096
C -3.673833 -0.781764 0.200520 0.0509 -0.0032 0.0116
C -2.386502 -0.810707 0.726088 -0.0394 -0.1130 -0.0598
N -1.550561 0.307458 0.739056 0.0891 0.0986 0.0643
N -2.202924 1.468090 0.781099 0.0845 -0.0547 -0.0092
C -1.416559 2.581365 0.647633 -0.0821 0.1175 0.0807
C -0.028546 2.663550 0.878581 0.0529 -0.0912 0.0246
O 0.696856 1.591553 1.238378 -0.1622 -0.1303 0.0547
C 0.655045 3.899185 0.723024 -0.0751 0.0357 -0.0297
C -0.001873 5.040838 0.391477 0.0083 -0.0339 0.0100
C -1.410750 5.020678 0.177456 0.0152 0.0069 0.0033
C -2.114854 6.194322 -0.170046 -0.0047 -0.0138 0.0020
C -3.467289 6.171380 -0.381249 0.0150 0.0098 -0.0007
C -4.169099 4.959999 -0.253034 -0.0293 -0.0148 -0.0035
C -3.508544 3.805540 0.078734 -0.0018 -0.0024 -0.0002
C -2.115087 3.804226 0.305257 0.0227 0.0441 0.0099
H -0.797316 -3.594478 3.075876 0.0102 0.0106 -0.0039
H 0.034165 -3.922322 1.526261 -0.0145 0.0073 0.0095
H 0.827888 -2.931769 2.764103 0.0126 -0.0144 0.0074
H -2.269194 -4.116518 1.529805 -0.0274 -0.0027 -0.0050
H -4.531093 -4.033147 0.572170 0.0034 -0.0078 0.0026
H -5.445148 -1.889075 -0.273476 -0.0038 -0.0110 -0.0012
H -4.036842 0.159354 -0.187245 0.0042 0.0027 -0.0027
H 1.726521 3.879738 0.875854 0.0069 0.0154 0.0031
H 0.533170 5.975320 0.273553 0.0163 -0.0029 -0.0002
H -1.557143 7.118897 -0.269136 -0.0027 0.0052 -0.0017
H -3.994634 7.078556 -0.649561 0.0012 0.0039 -0.0001
H -5.238903 4.937484 -0.422065 -0.0002 0.0010 -0.0009
H -4.039582 2.869453 0.175643 -0.0040 -0.0054 0.0017
C -2.251502 1.019763 -3.788715 -0.0171 0.0113 -0.0058
C -1.929567 -0.148014 -4.475056 0.0126 -0.0065 -0.0054
C -1.080113 -1.075598 -3.902692 -0.1484 0.0145 0.1006
C -0.549354 -0.854264 -2.624039 0.2120 -0.0696 -0.1113
C -0.839049 0.344102 -1.940592 0.1688 -0.0560 0.2112
C -1.702853 1.258802 -2.537078 -0.0106 0.0080 0.0063
C 0.367045 -1.813876 -1.988852 -0.1094 -0.0172 -0.0068
C 0.737062 -3.037869 -2.535806 -0.0238 -0.0134 0.0038
C 1.626172 -3.877541 -1.899427 -0.0516 0.0366 -0.0429
C 2.242433 -3.441616 -0.691503 0.0808 -0.0079 0.1352
C 3.227669 -4.181589 -0.015327 -0.0278 0.0205 -0.0034
C 3.835013 -3.695744 1.124341 -0.0055 -0.0189 -0.0239
C 3.478802 -2.439450 1.616217 -0.0446 0.0400 -0.0162
C 2.501569 -1.698655 0.978352 0.0748 -0.0084 0.0858
C 1.858610 -2.189483 -0.161848 0.0456 -0.1181 0.0896
N 0.858571 -1.439330 -0.750396 -0.0872 0.1327 -0.1081
H -2.918396 1.747186 -4.237280 0.0019 -0.0020 0.0012
H -2.337902 -0.329629 -5.462121 -0.0014 0.0017 -0.0012
H -0.832676 -1.972468 -4.455926 -0.0145 -0.0105 -0.0057
H -1.950242 2.181961 -2.022826 0.0044 -0.0029 -0.0026
H 0.306493 -3.332764 -3.481958 0.0078 -0.0211 -0.0006
H 1.898887 -4.835344 -2.322498 -0.0056 -0.0045 -0.0186
H 3.511047 -5.146828 -0.419975 0.0146 -0.0065 0.0118
H 4.597348 -4.278297 1.626167 -0.0002 -0.0075 -0.0048
H 3.965820 -2.036528 2.494799 0.0069 -0.0075 0.0038
H 2.238099 -0.721949 1.378141 -0.0109 -0.0078 -0.0294
O 3.022996 2.830711 -2.017890 -0.0446 0.0306 -0.0499
C 1.941300 2.300580 -1.882003 -0.0165 0.0196 -0.0416
O 1.721142 1.197931 -1.231850 -0.1383 -0.0720 0.2267
H 1.024790 2.733641 -2.331316 0.0716 0.0173 -0.0113
```
Forces are in eV/Å.